# 1
7 unconnected molecules or ions with the total composition C20H49F2IN2O11PS2 at a distorted geometry. Source: OMol25; level of theory: ωB97M-V with the def2-TZVPD basis set.

```
88
Properties=species:S:1:pos:R:3
O 2.516 -2.455 -0.118
S 1.371 -2.179 0.724
O 1.783 -1.488 1.941
F 0.752 -3.622 1.086
C 0.019 -1.345 -0.171
O -1.022 -0.901 0.616
P -1.955 0.388 -0.093
I -2.925 -1.106 -1.976
C -1.714 1.612 1.330
C -3.039 2.303 1.689
F -3.812 1.533 2.577
O -0.565 0.909 -1.017
C 0.369 -0.134 -1.145
C 1.841 0.310 -1.353
C 2.030 1.571 -2.234
S 2.124 1.313 -4.042
C 0.700 0.427 -4.599
N 0.815 -0.608 -5.383
N -0.410 -1.091 -5.707
C -1.248 -0.287 -5.068
O -0.631 0.659 -4.349
H -0.340 -2.138 -0.862
H -2.665 1.419 -0.805
H -3.149 -0.029 0.581
H -1.053 2.416 0.944
H -1.237 1.147 2.207
H -3.662 2.440 0.784
H -2.848 3.305 2.108
H 0.092 -0.580 -2.127
H 2.390 -0.524 -1.808
H 2.246 0.576 -0.358
H 1.301 2.350 -1.966
H 3.016 1.988 -1.967
H -2.316 -0.469 -5.150
C -1.152 -0.492 6.259
C -1.806 0.324 5.162
O -0.994 0.293 3.999
H -0.159 -0.100 6.480
H -1.748 -0.480 7.175
H -1.023 -1.528 5.938
H -1.915 1.367 5.463
H -2.799 -0.067 4.920
H -0.906 -0.628 3.730
C 2.961 -0.559 5.805
C 2.881 -2.070 5.932
O 1.660 -2.565 5.392
H 2.125 -0.088 6.321
H 3.894 -0.180 6.228
H 2.904 -0.257 4.757
H 2.917 -2.368 6.980
H 3.718 -2.544 5.409
H 1.632 -2.311 4.462
C -2.755 2.184 8.930
C -3.971 2.686 8.173
O -3.597 3.592 7.140
H -2.207 3.020 9.367
H -3.048 1.498 9.728
H -2.067 1.664 8.259
H -4.644 3.221 8.843
H -4.522 1.850 7.728
H -3.014 3.123 6.535
C -2.808 -3.087 -9.026
C -3.902 -2.636 -8.077
O -3.615 -1.345 -7.549
H -1.846 -3.109 -8.512
H -3.019 -4.082 -9.424
H -2.711 -2.390 -9.863
H -3.982 -3.320 -7.233
H -4.871 -2.605 -8.589
H -3.553 -0.732 -8.288
C 1.080 0.640 -9.643
C 1.935 -0.606 -9.484
O 2.165 -0.891 -8.114
H 1.565 1.496 -9.171
H 0.910 0.869 -10.698
H 0.113 0.506 -9.153
H 2.908 -0.463 -9.956
H 1.448 -1.469 -9.953
H 1.309 -1.025 -7.689
C 5.559 0.114 2.358
C 5.128 1.561 2.463
O 3.992 1.796 1.639
H 5.805 -0.141 1.327
H 6.428 -0.090 2.989
H 4.739 -0.540 2.666
H 5.928 2.226 2.135
H 4.870 1.818 3.496
H 3.287 1.213 1.942
```

The calculation puts the HOMO energy at -5.210 eV. Its net charge is -1. Its multiplicity is 1. For the LUMO energy, the calculation gives 2.37 eV. Its orbital gap is 7.578 eV.

=====

# 2
5 unconnected molecules or ions with the total composition C20H49N3O6. Source: OMol25; level of theory: ωB97M-V with the def2-TZVPD basis set.

```
78
Properties=species:S:1:pos:R:3
N 3.168 -1.380 -2.683
C 2.965 -1.703 -3.890
C 2.018 -0.972 -4.812
N 1.621 0.383 -4.501
C 2.629 1.445 -4.668
N 3.741 1.508 -3.754
C 0.766 0.586 -3.404
O 1.087 1.023 -2.332
O -0.560 0.344 -3.706
H 3.856 -1.998 -2.253
H 3.462 -2.565 -4.362
H 2.471 -0.966 -5.813
H 1.119 -1.601 -4.909
H 2.076 2.389 -4.645
H 3.025 1.331 -5.684
H 4.473 0.851 -3.983
H 3.442 1.369 -2.798
H -0.848 -0.498 -3.332
C -0.869 0.559 0.384
C -1.546 1.775 0.985
O -2.397 1.481 2.084
C -1.783 0.864 3.201
C -0.672 1.685 3.832
H -1.619 -0.173 0.076
H -0.276 0.844 -0.486
H -0.200 0.072 1.097
H -2.199 2.237 0.244
H -0.802 2.529 1.264
H -1.416 -0.135 2.936
H -2.591 0.725 3.921
H 0.165 1.836 3.150
H -0.291 1.173 4.717
H -1.045 2.665 4.134
C 7.876 -1.907 -0.595
C 7.789 -1.557 -2.071
O 6.809 -0.582 -2.379
C 6.966 0.684 -1.755
C 8.272 1.382 -2.090
H 6.910 -2.251 -0.224
H 8.609 -2.700 -0.446
H 8.185 -1.054 0.011
H 7.493 -2.439 -2.640
H 8.771 -1.251 -2.449
H 6.846 0.595 -0.670
H 6.129 1.279 -2.118
H 9.141 0.828 -1.731
H 8.293 2.367 -1.624
H 8.373 1.508 -3.169
C -0.884 -3.671 1.762
C -1.889 -3.737 0.624
O -2.849 -4.768 0.764
C -3.674 -4.694 1.914
C -4.500 -3.422 2.008
H -0.361 -4.623 1.862
H -0.151 -2.886 1.570
H -1.362 -3.447 2.717
H -1.368 -3.956 -0.308
H -2.383 -2.767 0.492
H -3.079 -4.830 2.824
H -4.334 -5.557 1.837
H -3.878 -2.531 2.103
H -5.148 -3.467 2.884
H -5.124 -3.305 1.121
C -8.128 2.360 3.446
C -7.404 3.694 3.360
O -6.012 3.613 3.594
C -5.275 2.791 2.701
C -5.358 3.217 1.247
H -7.962 1.898 4.420
H -9.200 2.512 3.311
H -7.793 1.662 2.678
H -7.780 4.364 4.133
H -7.608 4.175 2.396
H -5.576 1.742 2.808
H -4.242 2.855 3.034
H -6.374 3.155 0.853
H -4.726 2.566 0.644
H -5.014 4.246 1.130
```

The calculation puts the HOMO energy at -8.961 eV. Its energy above the lowest of the compared OMol25 structures with the same formula, charge and spin is 4.7 kcal per mole. Its multiplicity is 1. For the LUMO energy, the calculation gives 0.37 eV. Its orbital gap is 9.331 eV.

=====

# 3
A molecular structure, C20H50BN3O12S at a distorted geometry. Source: OMol25; level of theory: ωB97M-V with the def2-TZVPD basis set.

```
87
Properties=species:S:1:pos:R:3
O 3.340 0.948 4.733
S 2.210 0.820 3.811
O 2.541 -0.271 2.862
O 1.887 2.194 2.940
C 0.518 2.002 2.509
C -0.115 0.791 3.280
B -1.713 0.903 3.420
O -2.397 1.546 4.455
O -2.483 0.299 2.414
O 0.695 0.712 4.484
H -0.001 2.869 2.954
H 0.427 1.883 1.424
H 0.027 -0.213 2.827
H -2.808 0.914 5.042
H -1.907 -0.214 1.841
C -2.699 4.648 -3.947
O -3.567 3.955 -3.065
C -4.226 2.852 -3.681
C -3.787 1.552 -3.029
N -2.398 1.250 -3.366
C -1.840 0.134 -2.606
C -1.655 0.335 -1.100
O -0.676 1.308 -0.773
C -1.156 2.639 -0.669
H -2.299 5.509 -3.413
H -1.863 4.013 -4.258
H -3.240 5.004 -4.828
H -4.062 2.828 -4.761
H -5.299 2.984 -3.512
H -4.427 0.738 -3.381
H -3.923 1.658 -1.946
H -1.834 2.072 -3.192
H -0.857 -0.077 -3.036
H -2.455 -0.753 -2.776
H -1.280 -0.608 -0.691
H -2.600 0.535 -0.582
H -2.187 2.684 -0.311
H -1.068 3.170 -1.619
H -0.520 3.159 0.049
C 8.015 1.663 1.813
O 7.039 0.752 1.342
C 5.755 0.953 1.933
C 4.752 1.375 0.871
N 5.039 2.728 0.397
C 4.252 3.117 -0.770
C 4.521 2.372 -2.080
O 5.810 2.613 -2.620
C 6.823 1.732 -2.161
H 8.970 1.389 1.365
H 7.773 2.688 1.516
H 8.111 1.605 2.901
H 5.790 1.673 2.755
H 5.440 -0.007 2.351
H 3.747 1.349 1.294
H 4.803 0.648 0.051
H 6.020 2.791 0.160
H 4.453 4.178 -0.945
H 3.188 3.034 -0.525
H 3.814 2.756 -2.820
H 4.325 1.297 -1.998
H 6.435 0.735 -1.942
H 7.323 2.139 -1.279
H 7.571 1.646 -2.950
C -0.817 -3.288 0.240
O -2.169 -2.854 0.272
C -2.863 -3.116 -0.947
C -3.985 -4.112 -0.706
N -3.444 -5.438 -0.424
C -4.450 -6.398 0.027
C -5.104 -6.143 1.387
O -4.210 -6.262 2.482
C -3.528 -5.068 2.829
H -0.346 -2.988 1.176
H -0.755 -4.377 0.155
H -0.275 -2.821 -0.589
H -2.191 -3.459 -1.739
H -3.302 -2.168 -1.274
H -4.618 -4.163 -1.596
H -4.589 -3.740 0.130
H -2.734 -5.357 0.291
H -3.956 -7.372 0.074
H -5.232 -6.478 -0.734
H -5.856 -6.923 1.534
H -5.642 -5.189 1.422
H -4.130 -4.177 2.633
H -2.573 -4.998 2.301
H -3.308 -5.109 3.896
```

The calculation puts the HOMO energy at -8.401 eV. Its multiplicity is 1. For the LUMO energy, the calculation gives 0.11 eV. Its orbital gap is 8.509 eV.